The following is a DFT calculation (ωB97M-V/def2-TZVPD) of a structure of composition C26H37ClN3OSiTi.

```
70
Properties=species:S:1:pos:R:3:forces:R:3
Ti -0.607180 0.560475 0.710141 0.81 -1.59 0.11
C -0.398710 2.891922 2.036961 -0.30 0.17 0.14
C -0.208805 3.614583 0.916936 -0.01 -0.06 -0.17
C -1.108269 3.314326 -0.250789 -0.14 0.02 0.21
C -2.521168 3.259499 0.293189 0.16 0.05 -0.13
C -2.706452 2.527085 1.405563 0.13 0.21 0.17
C -1.561347 2.029504 2.155090 -0.18 0.44 -0.30
H 0.272850 3.000538 2.880685 0.09 -0.13 -0.04
H 0.570672 4.356378 0.831908 0.07 -0.05 -0.03
H -1.016336 4.044441 -1.052962 0.04 0.07 -0.07
H -3.333834 3.731924 -0.241802 -0.01 -0.05 -0.04
H -3.707341 2.349637 1.784260 -0.02 -0.07 -0.01
H -1.747969 1.587137 3.125090 -0.01 -0.14 0.03
C -1.829096 1.566486 -1.810813 0.00 0.02 0.15
N -0.772388 1.943869 -0.834511 0.00 0.40 -0.33
C 1.814857 2.180177 -0.619827 -0.25 0.10 0.05
C 0.608908 1.790224 -1.543166 0.60 0.19 0.14
C 0.717547 2.610618 -2.791056 -0.23 -0.20 -0.23
C 1.401836 2.117782 -3.874944 -0.09 -0.02 0.11
C 1.839220 0.786320 -3.956639 0.03 -0.01 0.09
C 1.410257 -0.107474 -2.944025 0.02 -0.18 -0.18
C 0.734351 0.311646 -1.835760 -0.59 -0.03 0.01
N 0.122465 -0.493605 -0.837609 0.23 1.00 0.11
C 0.420314 -1.872399 -0.832718 0.05 0.19 -0.02
C 1.681661 -2.277810 -0.411441 0.14 -0.10 0.00
C 2.022312 -3.617912 -0.315155 -0.01 0.02 -0.02
C 1.085005 -4.585800 -0.645833 -0.02 0.05 0.00
C -0.174391 -4.196339 -1.080493 0.03 0.01 0.03
C -0.522299 -2.849529 -1.187614 -0.10 -0.09 0.00
N -1.825858 -2.455723 -1.609977 0.10 -0.15 -0.11
C -2.886450 -3.392183 -1.313014 0.01 -0.04 -0.07
C -1.887777 -1.976339 -2.982926 -0.01 0.02 0.09
H -1.522881 0.678918 -2.349838 0.07 0.00 -0.01
H -2.761960 1.374082 -1.289666 -0.03 0.02 0.07
H -1.974285 2.375108 -2.526670 0.02 0.07 -0.06
H 1.916426 3.264885 -0.539972 -0.03 -0.05 -0.03
H 1.830126 1.750072 0.383298 -0.05 -0.08 -0.01
H 2.682040 1.805635 -1.164232 0.04 0.04 -0.06
H 0.399573 3.648689 -2.748208 0.10 -0.03 -0.01
H 1.600362 2.784733 -4.710199 -0.02 0.02 0.01
H 2.392106 0.430476 -4.815780 -0.04 -0.02 0.02
H 1.607213 -1.171802 -3.050071 -0.02 0.02 -0.04
H 2.385978 -1.501507 -0.138119 -0.01 0.00 0.01
H 3.008983 -3.902651 0.030709 -0.02 0.01 0.01
H 1.329136 -5.639070 -0.568556 -0.01 0.02 0.00
H -0.903591 -4.955844 -1.333843 0.01 0.02 -0.02
H -2.780515 -3.758711 -0.291752 -0.01 0.03 0.00
H -3.848220 -2.879601 -1.397383 0.00 0.01 -0.02
H -2.915155 -4.257217 -1.997266 0.00 0.00 0.01
H -1.785589 -2.801358 -3.706113 0.01 -0.01 -0.02
H -1.097338 -1.252389 -3.169592 0.08 0.00 0.02
H -2.851892 -1.490114 -3.155514 0.01 0.00 0.02
Cl -1.561903 -1.752893 1.868080 -0.21 -0.25 0.02
C -2.386416 -0.535548 0.775347 -0.36 -0.22 0.23
H -3.271326 -0.212562 1.310848 -0.03 0.16 0.13
H -2.657635 -1.078600 -0.126911 0.14 0.09 0.01
C 2.505393 -1.805505 3.088137 0.01 -0.14 -0.11
Si 1.658698 -0.141446 3.222855 0.00 0.00 0.06
C 0.555655 -0.212183 4.733741 -0.21 0.02 0.05
C 2.975951 1.150112 3.530591 0.13 0.15 -0.01
O 0.828189 0.231040 1.891120 -0.13 0.09 0.00
H 2.831108 -2.158585 4.072729 0.00 0.03 -0.06
H 3.382957 -1.758523 2.434992 -0.07 -0.02 0.02
H 1.816009 -2.544486 2.666962 0.06 0.02 0.04
H 1.134283 -0.471698 5.625866 -0.03 0.02 -0.02
H -0.223090 -0.968915 4.594899 0.03 0.05 0.04
H 0.058575 0.746868 4.914523 0.03 -0.06 -0.01
H 3.528193 0.942228 4.453641 -0.02 0.01 -0.06
H 2.537770 2.149698 3.612959 0.03 -0.05 0.01
H 3.690491 1.169205 2.701641 -0.03 0.02 0.05
```
Forces are in eV/Å.

Its HOMO energy (alpha / beta) is -2.04 / -1.88 eV. The value obtained for the total energy is -2851.65742 hartree. As for the orbital gap (alpha / beta): 4.644 / 4.477 eV. As for the LUMO energy (alpha / beta): 0.096 / 0.095 hartree. As for the net charge: -1.

natural (NBO) atomic charge list, values in e, 2 entries:
1. Ti 1.88
2. C -0.19


The following is a DFT calculation (ωB97M-V/def2-TZVPD) of a structure of composition C26H37CoN7O2PS2.

```
76
Properties=species:S:1:pos:R:3:forces:R:3
Co -0.103230 -0.456121 -1.065848 0.02 0.07 -0.12
C -2.537971 0.343523 0.919212 -0.06 -0.04 0.02
N -1.808412 -0.893503 0.615271 0.05 0.05 0.16
C -1.078032 -1.469195 1.757259 0.02 0.03 -0.19
C 0.232547 -0.764001 1.869782 0.02 -0.10 0.22
N 0.819728 -0.241083 0.834610 -0.10 0.16 -0.32
C 1.962183 0.393756 1.308267 0.03 -0.01 0.11
C 2.890228 1.193909 0.650684 0.05 -0.02 -0.04
C 3.918932 1.716974 1.406391 0.02 0.02 0.04
C 4.027035 1.462523 2.783189 -0.06 -0.04 -0.02
C 3.093482 0.693408 3.451592 0.06 0.04 0.03
C 2.056997 0.178269 2.685829 -0.14 -0.07 -0.08
N 0.924830 -0.563626 3.015121 0.11 0.04 -0.06
C -1.961858 1.526808 0.210037 -0.08 -0.01 0.21
N -0.966656 1.470817 -0.623768 -0.02 -0.22 -0.22
C -0.739219 2.781921 -1.043622 -0.04 0.12 0.08
C 0.224201 3.312764 -1.896505 0.02 -0.01 0.00
C 0.204487 4.675634 -2.109949 -0.02 0.02 0.01
C -0.740889 5.504406 -1.486448 0.01 -0.03 0.00
C -1.689302 4.994827 -0.622285 -0.02 0.03 0.01
C -1.662699 3.622468 -0.414365 0.08 -0.09 -0.07
N -2.430636 2.783262 0.383352 -0.02 0.10 -0.01
H -2.539171 0.532940 1.996922 -0.04 0.04 0.01
H -3.582223 0.237960 0.614012 -0.01 -0.03 0.04
H -2.465378 -1.581715 0.279206 0.00 0.05 0.00
H -0.905507 -2.526884 1.544662 0.02 0.02 0.04
H -1.634350 -1.398802 2.698067 -0.02 0.00 -0.03
H 2.810198 1.393335 -0.408642 -0.01 -0.03 -0.02
H 4.657883 2.349074 0.932279 0.00 0.00 0.00
H 4.851793 1.892212 3.334646 0.01 0.00 0.01
H 3.163735 0.514027 4.515742 0.01 0.01 0.01
H 0.678724 -0.913131 3.925309 0.00 0.02 0.00
H 0.962454 2.677854 -2.369016 0.00 0.03 -0.02
H 0.935865 5.120022 -2.770823 0.00 0.00 -0.01
H -0.721360 6.567075 -1.684532 0.00 0.01 0.01
H -2.411136 5.634742 -0.133236 0.00 0.01 0.00
H -3.198453 3.056050 0.973020 0.01 0.00 -0.01
C 4.733294 -2.117813 -4.800825 0.02 0.05 0.04
C 3.403143 -1.574765 -4.338801 -0.05 -0.03 -0.05
O 2.973733 -2.313161 -3.168646 -0.06 -0.01 0.08
P 2.707451 -1.575969 -1.766210 0.04 -0.12 -0.03
S 2.382341 -2.928130 -0.386296 0.03 0.05 -0.03
S 0.556002 0.267748 -3.150971 0.03 -0.08 0.15
O 3.992911 -0.646150 -1.560698 0.03 -0.02 0.03
C 5.229658 -1.204130 -1.040754 0.05 0.00 0.08
C 6.332435 -0.206135 -1.284753 -0.04 0.02 -0.04
H 5.043781 -1.604589 -5.711411 0.01 0.00 -0.01
H 4.667116 -3.184764 -5.008224 -0.01 -0.01 0.00
H 5.497298 -1.958384 -4.038353 0.00 0.00 -0.03
H 2.626924 -1.720267 -5.091301 0.02 0.03 0.00
H 3.460044 -0.511571 -4.107078 0.00 0.01 0.00
H 5.428693 -2.154293 -1.542199 -0.02 0.01 0.02
H 5.083481 -1.396063 0.023559 0.00 -0.02 -0.02
H 6.457112 -0.020742 -2.351854 0.01 0.02 0.01
H 7.272665 -0.589024 -0.888284 0.01 -0.02 0.01
H 6.110997 0.738972 -0.789589 -0.01 0.01 0.00
C -2.318066 -1.876407 -2.567178 -0.04 0.02 -0.06
C -3.122302 -3.096154 -3.072475 -0.02 0.01 0.04
N -2.240209 -4.251216 -3.218343 -0.02 -0.01 0.02
C -1.803706 -4.682864 -1.893891 0.02 -0.02 0.01
C -1.285366 -3.471988 -1.083304 -0.03 -0.06 -0.03
N -1.024425 -2.327333 -1.992319 0.04 0.17 0.06
C -0.206942 -2.869324 -3.117394 0.02 -0.08 0.00
C -1.057704 -3.835443 -3.969180 0.02 0.03 -0.02
H -2.875244 -1.311106 -1.814462 0.00 -0.02 -0.01
H -2.081973 -1.180978 -3.373791 0.00 0.00 0.03
H -3.591358 -2.873314 -4.031450 0.01 -0.01 0.00
H -3.917543 -3.362873 -2.372869 0.00 -0.01 -0.02
H -1.015464 -5.425826 -2.021447 -0.01 -0.01 0.00
H -2.632368 -5.166765 -1.375160 -0.01 0.00 -0.01
H -0.362912 -3.704293 -0.551305 0.02 0.02 0.00
H -2.043464 -3.175308 -0.355718 0.02 -0.08 -0.06
H 0.649427 -3.376152 -2.677089 0.01 0.02 0.00
H 0.165067 -2.040883 -3.720503 0.00 0.02 0.03
H -0.474064 -4.715732 -4.240815 -0.01 0.01 -0.01
H -1.390441 -3.360347 -4.893249 0.00 -0.01 -0.01
```
Forces are in eV/Å.

Its HOMO energy (alpha / beta) is -9.68 / -10.67 eV. The value obtained for the total energy is -4067.10329 hartree. As for the orbital gap (alpha / beta): 7.459 / 6.810 eV. As for the LUMO energy (alpha / beta): -0.082 / -0.142 hartree. As for the expectation value of S²: 8.77. As for the net charge: +1. Its multiplicity is 6.

Löwdin atomic charge list, values in e, 2 entries:
1. Co 0.42
2. C -0.09


We obtain F_max values of 1.787; 0.371 eV/A for the records listed above, in that order.
We obtain relative energy (zero: lowest compared OMol25 entry of this formula, charge and spin) values of 208.61; 60.14 kJ/mol for the records listed above, in that order.
We obtain M values of 519.0; 633.7 g/mol for the records listed above, in that order.